Entry 1:
Formula: C6H10O
Source: the OMol25 dataset
Level of theory: ωB97M-V with the def2-TZVPD basis set

Each line ends with the natural charge from an NBO analysis.
Positions of all 17 atoms, in Å:
C 2.02606 0.42601 0.14190  -0.62
C 0.58607 0.02382 0.01758  0.24
C 0.02531 -1.29414 0.51965  -0.41
C -1.02441 -0.94814 -0.69676  0.09
C -1.70764 0.35487 -0.32457  -0.44
C -0.50599 1.06960 0.31555  -0.42
O 0.22395 -0.45739 -1.30329  -0.54
H 2.23803 1.27309 -0.50990  0.22
H 2.68973 -0.39703 -0.13673  0.22
H 2.24647 0.72648 1.16724  0.22
H -0.47222 -1.38148 1.46541  0.19
H 0.72150 -2.12335 0.34106  0.22
H -1.53343 -1.63484 -1.37382  0.20
H -2.53269 0.22864 0.35586  0.21
H -2.06522 0.87143 -1.20601  0.22
H -0.28204 2.02269 -0.15660  0.21
H -0.63347 1.23975 1.38342  0.21

Calculated values
relative energy (zero: lowest compared OMol25 entry of this formula, charge and spin)	24.44	kcal/mol
2S+1	1
lowest unoccupied orbital energy	1.05	eV
frontier orbital gap	10.3	eV


Entry 2:
Formula: CH5NO3
Source: the OMol25 dataset
Level of theory: ωB97M-V with the def2-TZVPD basis set

Each line ends with the natural charge from an NBO analysis.
Positions of all 10 atoms, in Å:
N -0.45092 0.16609 -1.23184  -0.83
C -0.72980 0.61839 0.00828  0.87
O -1.81934 -0.00426 0.55129  -0.72
O -0.17660 1.53534 0.56532  -0.64
H -1.06492 -0.41393 -1.77144  0.41
H 0.19326 0.74815 -1.74021  0.41
H -2.29176 0.64317 1.08524  0.50
H 2.83511 -0.81210 0.91516  0.47
H 1.40518 -1.22942 1.14344  0.47
O 2.09979 -1.25143 0.47475  -0.94

Calculated values
relative energy (zero: lowest compared OMol25 entry of this formula, charge and spin)	9.77	kcal/mol
2S+1	1
lowest unoccupied orbital energy	0.62	eV
frontier orbital gap	11.1	eV


Entry 3:
Formula: C12H25NO3
Source: the OMol25 dataset
Level of theory: ωB97M-V with the def2-TZVPD basis set

Each line ends with the natural charge from an NBO analysis.
Positions of all 41 atoms, in Å:
C -3.48806 -0.28354 -2.14820  -0.25
O -2.67698 -1.41990 -1.93083  -0.55
C -1.30278 -1.07599 -1.92325  -0.06
C -0.49034 -2.26489 -1.46202  -0.42
C -0.20518 -2.33681 0.04932  -0.40
C -1.32440 -1.85401 0.95856  -0.40
C -0.82504 -1.57176 2.38178  -0.39
C 0.23035 -0.45497 2.50081  -0.40
C 0.09066 0.68793 1.50932  -0.41
C 1.23980 1.69059 1.66930  -0.42
C 1.27651 2.78427 0.60599  -0.21
N 1.98424 2.46379 -0.64120  -0.48
C 1.24603 1.62644 -1.57950  -0.41
C 3.32565 2.10515 -0.41609  0.88
O 4.17301 2.88181 0.01451  -0.57
O 3.67973 0.81980 -0.76612  -0.70
H -3.02693 0.38703 -2.87533  0.16
H -4.45091 -0.60494 -2.52386  0.20
H -3.60749 0.26701 -1.21285  0.16
H -1.00762 -0.77687 -2.93383  0.17
H -1.15860 -0.20806 -1.27343  0.16
H -0.95387 -3.17426 -1.83313  0.22
H 0.46985 -2.20487 -1.97588  0.20
H -0.03967 -3.38697 0.28971  0.21
H 0.73957 -1.84000 0.25629  0.19
H -1.80836 -0.94903 0.59886  0.19
H -2.09962 -2.61074 1.04555  0.21
H -1.67874 -1.34513 3.01640  0.20
H -0.37843 -2.48742 2.76886  0.20
H 0.15770 -0.02631 3.49838  0.21
H 1.21514 -0.90486 2.39309  0.19
H -0.85531 1.21329 1.63449  0.20
H 0.10797 0.32606 0.48363  0.19
H 1.08872 2.18979 2.62765  0.21
H 2.18598 1.15770 1.76662  0.20
H 1.73997 3.67644 1.01752  0.22
H 0.25838 3.06964 0.35409  0.20
H 1.63802 1.74419 -2.58594  0.22
H 1.27161 0.55715 -1.36453  0.16
H 0.20523 1.93117 -1.61273  0.21
H 3.05421 0.20205 -0.38202  0.48

Calculated values
relative energy (zero: lowest compared OMol25 entry of this formula, charge and spin)	10.94	kcal/mol
2S+1	1
lowest unoccupied orbital energy	0.56	eV
frontier orbital gap	10.1	eV


Entry 4:
Formula: C4H8NO2
Source: the OMol25 dataset
Level of theory: ωB97M-V with the def2-TZVPD basis set

Each line ends with the natural charge from an NBO analysis.
Positions of all 15 atoms, in Å:
O -2.71653 0.02052 -0.07692  -0.93
C -1.60026 -0.09353 -0.76422  0.03
C -0.25041 0.06884 0.07213  -0.16
C -0.28030 1.35751 0.84306  -0.62
N 0.89520 0.03614 -0.85480  -0.41
C 1.91859 -0.51400 -0.44026  0.29
O 2.15194 -1.06409 0.85639  -0.72
H -1.45507 0.60872 -1.63583  0.06
H -1.41900 -1.11388 -1.23387  0.05
H -1.20714 1.41582 1.41974  0.25
H -0.17150 2.28559 0.28212  0.20
H 0.51728 1.35116 1.60999  0.16
H -0.26674 -0.85545 0.64657  0.19
H 2.83121 -0.69116 -1.01051  0.14
H 2.08554 -0.05257 0.90159  0.49

Calculated values
relative energy (zero: lowest compared OMol25 entry of this formula, charge and spin)	99.48	kcal/mol
2S+1	1
lowest unoccupied orbital energy	3.66	eV
charge	-1
frontier orbital gap	6.1	eV


Entry 5:
Formula: CH6N2O2
Source: the OMol25 dataset
Level of theory: ωB97M-V with the def2-TZVPD basis set

Each line ends with the natural charge from an NBO analysis.
Positions of all 11 atoms, in Å:
C 0.91861 0.23463 -0.61343  0.57
N -1.40890 -0.91377 0.17889  -0.56
N 0.87121 1.55796 -0.40804  -0.79
O -0.53689 -0.79533 1.30312  -0.66
O 1.59090 -0.53723 0.09145  -0.68
H 0.47865 -0.99089 0.99264  0.49
H 0.44191 -0.09500 -1.54637  0.14
H -1.48890 -1.91200 -0.03180  0.33
H -2.31758 -0.60395 0.52022  0.35
H 1.17702 1.91048 0.48426  0.41
H 0.27397 2.14509 -0.97093  0.40

Calculated values
relative energy (zero: lowest compared OMol25 entry of this formula, charge and spin)	76.05	kcal/mol
2S+1	1
lowest unoccupied orbital energy	0.95	eV
frontier orbital gap	9.6	eV


Entry 6:
Formula: C5H10O2
Source: the OMol25 dataset
Level of theory: ωB97M-V with the def2-TZVPD basis set

Each line ends with the natural charge from an NBO analysis.
Positions of all 17 atoms, in Å:
C 1.65803 -0.72389 -0.29877  -0.63
C 0.92727 0.37724 0.43834  -0.53
C -0.52777 0.98632 -1.09759  0.37
O -0.70315 -0.05476 -1.77701  -0.70
C -1.32313 1.07197 0.20635  -0.56
C -0.40437 0.22454 1.01660  0.18
O -1.09867 -1.41851 0.46091  -0.80
H 1.80568 -1.62774 0.32079  0.17
H 2.66312 -0.37640 -0.56156  0.22
H 1.15528 -1.02267 -1.22902  0.22
H 1.59968 0.78857 1.20455  0.21
H -0.11969 1.89236 -1.56572  0.16
H -1.09612 -1.12781 -0.51514  0.53
H -1.25264 2.08022 0.63232  0.24
H -2.37976 0.77803 0.12907  0.22
H -0.54865 0.19280 2.10473  0.19
H -0.35509 -2.04028 0.53115  0.50

Calculated values
relative energy (zero: lowest compared OMol25 entry of this formula, charge and spin)	121.66	kcal/mol
2S+1	1
lowest unoccupied orbital energy (spin up / spin down)	0.44 / 0.44	eV
frontier orbital gap (spin up / spin down)	7.6 / 7.6	eV


Entry 7:
Formula: C5H15NO3Si2
Source: the OMol25 dataset
Level of theory: ωB97M-V with the def2-TZVPD basis set

Each line ends with the natural charge from an NBO analysis.
Positions of all 26 atoms, in Å:
C -0.55585 1.72603 0.09562  0.68
C 2.34111 1.26029 0.31912  -0.40
C 1.27996 -0.03590 -1.20214  -0.43
C 1.75448 -1.11599 0.86499  -0.43
C 0.02984 0.60897 0.72405  -0.46
N 1.36402 0.16454 0.25525  -0.24
O -0.16330 2.52818 -0.75610  -0.71
O -1.72103 2.03610 0.71506  -0.89
O -3.32460 0.26014 -0.42844  -1.28
Si -2.98605 -1.31005 -0.26052  1.28
Si -3.17672 1.79815 0.08428  1.73
H 2.37468 1.45013 1.44849  0.22
H 3.25259 0.99900 0.00564  0.19
H 2.04735 2.18450 -0.13170  0.27
H 1.02208 1.04385 -1.69931  0.28
H 2.16968 -0.34480 -1.51143  0.18
H 0.37378 -0.70180 -1.57058  0.23
H 2.01305 -1.13966 1.98809  0.24
H 0.98718 -1.97949 0.80741  0.25
H 2.77901 -1.30679 0.54903  0.22
H -0.42121 -0.21123 1.28470  0.22
H -4.26401 -1.90997 -0.69166  -0.21
H -2.75338 -1.48219 1.25804  -0.22
H -1.91926 -1.96150 -0.86454  -0.23
H -3.30025 2.66093 -1.22654  -0.22
H -4.09653 1.95952 1.15592  -0.24

Calculated values
relative energy (zero: lowest compared OMol25 entry of this formula, charge and spin)	32.22	kcal/mol
2S+1	1
lowest unoccupied orbital energy	0.40	eV
frontier orbital gap	8.0	eV


Entry 8:
Formula: C28H33N6O3PSTl
Source: the OMol25 dataset
Level of theory: ωB97M-V with the def2-TZVPD basis set

Each line ends with the Löwdin charge.
Positions of all 73 atoms, in Å:
Tl 1.14914 0.89505 -0.77389  0.88
O 3.68005 1.07148 0.36674  -0.21
C 3.89795 1.40526 1.73115  -0.17
C 2.60433 1.38608 2.50895  -0.26
C 2.64682 1.64582 3.87473  0.00
C 1.47173 1.64333 4.60064  -0.02
C 0.27553 1.38685 3.94159  -0.03
C 0.31791 1.13992 2.58557  -0.14
N 1.45718 1.13008 1.87228  0.01
H 4.42702 1.38849 -0.15384  0.11
H 4.34647 2.39691 1.83039  0.14
H 4.59320 0.69120 2.18129  0.14
H 3.59210 1.86220 4.35843  0.13
H 1.48303 1.83952 5.66512  0.13
H -0.66801 1.38140 4.46972  0.12
H -0.58814 0.92558 2.03528  0.08
C -4.13752 -1.50189 -5.71486  -0.02
C -3.70294 -1.05377 -4.35644  -0.22
C -4.52903 -0.22137 -3.58851  0.00
C -4.14842 0.19770 -2.33317  -0.03
C -2.91873 -0.22458 -1.82642  -0.30
C -2.07216 -1.04624 -2.56898  -0.04
C -2.47741 -1.46332 -3.82028  0.00
S -2.45584 0.21832 -0.21642  0.62
O -1.41244 -0.65134 0.24649  -0.39
O -3.58281 0.45531 0.63130  -0.25
N -1.58278 1.65623 -0.42779  0.00
C -2.06340 2.84272 -0.34892  -0.18
C -3.49608 3.15220 -0.24466  0.09
C -3.94181 4.42877 -0.27781  0.03
C -3.02533 5.50379 -0.34422  0.15
C -1.63508 5.30714 -0.40843  -0.12
C -0.72946 6.38708 -0.36937  0.07
C 0.61570 6.12138 -0.29681  0.02
C 1.02442 4.79052 -0.35713  -0.03
N 0.18023 3.75326 -0.39521  0.10
C -1.11315 3.99149 -0.39700  -0.13
H -4.63729 -0.69747 -6.25327  0.10
H -4.86707 -2.31135 -5.62443  0.11
H -3.30341 -1.87337 -6.30554  0.09
H -5.48656 0.08820 -3.98793  0.13
H -4.80984 0.81186 -1.73465  0.12
H -1.12698 -1.36493 -2.14575  0.08
H -1.84210 -2.12314 -4.39774  0.13
H -4.18432 2.32903 -0.11293  0.11
H -5.00226 4.63319 -0.21083  0.14
H -3.40136 6.52117 -0.28202  0.16
H -1.09468 7.40671 -0.41001  0.15
H 1.34334 6.91762 -0.22673  0.14
H 2.08096 4.54904 -0.37864  0.13
C 1.46403 -5.05350 1.77262  -0.09
N 2.12859 -3.73189 2.19951  -0.06
C 3.54582 -3.70579 1.60684  -0.10
N 3.49891 -3.89156 0.20357  -0.15
C 2.84728 -5.15108 -0.14408  -0.13
N 1.47827 -5.17132 0.36168  -0.15
C 0.59092 -4.24055 -0.32812  -0.29
P 1.13905 -2.45647 -0.13251  0.99
C 1.32977 -2.55358 1.72963  -0.25
C 2.95299 -2.75232 -0.52783  -0.30
H 0.44949 -5.05870 2.16884  0.15
H 2.03928 -5.85956 2.22707  0.15
H 2.19366 -3.70627 3.21833  0.19
H 4.10898 -4.51002 2.08009  0.15
H 3.99648 -2.74772 1.86313  0.14
H 3.40437 -5.97847 0.29593  0.15
H 2.84587 -5.27720 -1.22466  0.14
H -0.42485 -4.34788 0.05552  0.10
H 0.56932 -4.49012 -1.38940  0.10
H 0.32838 -2.60644 2.16102  0.11
H 1.79646 -1.63631 2.09147  0.08
H 3.52504 -1.85028 -0.29901  0.08
H 3.04120 -2.94213 -1.59870  0.10

Calculated values
2S+1	1
lowest unoccupied orbital energy	-11.35	eV
charge	+3
frontier orbital gap	4.7	eV


- Which formula does entry 2 have?
  CH5NO3